{
  "formula": "C40H54Cl2N14O5RbS2",
  "method": "ωB97M-V/def2-TZVPD",
  "elements": ["Rb", "N", "C", "C", "C", "C", "C", "C", "S", "O", "O", "N", "C", "N", "C", "C", "C", "N", "H", "H", "H", "H", "H", "H", "H", "H", "H", "C", "N", "C", "C", "N", "C", "C", "C", "C", "C", "C", "N", "C", "N", "C", "C", "N", "C", "C", "N", "C", "C", "H", "H", "H", "H", "H", "H", "H", "H", "H", "H", "H", "H", "H", "H", "H", "H", "H", "H", "H", "H", "H", "H", "H", "H", "H", "H", "H", "H", "Cl", "C", "C", "C", "Cl", "C", "C", "C", "C", "N", "C", "C", "O", "H", "H", "H", "H", "N", "C", "C", "O", "O", "H", "H", "H", "H", "H", "C", "N", "C", "S", "N", "C", "H", "H", "H", "H", "H", "H", "H", "H"],
  "coordinates": [[0.739804, 0.608547, 2.165647], [-4.290108, -6.374566, 2.771236], [-3.496147, -5.255244, 3.058707], [-2.662097, -5.250779, 4.180409], [-1.838596, -4.171946, 4.438938], [-1.840152, -3.079006, 3.580432], [-2.685727, -3.060734, 2.483984], [-3.505714, -4.147546, 2.216020], [-0.820635, -1.663055, 3.912715], [-0.701994, -1.580158, 5.345621], [-1.490412, -0.562141, 3.235440], [0.589942, -1.775323, 3.182129], [1.383870, -2.856879, 3.078102], [2.527191, -2.641785, 2.369479], [3.350520, -3.660090, 2.225888], [3.105112, -4.929121, 2.738244], [1.908417, -5.059547, 3.420523], [1.054546, -4.063415, 3.598686], [-4.479003, -6.964315, 3.564789], [-5.123009, -6.174187, 2.242685], [-2.667291, -6.105380, 4.849839], [-1.196478, -4.152366, 5.308034], [-2.710159, -2.177826, 1.853808], [-4.170111, -4.134250, 1.357047], [4.259194, -3.457461, 1.663169], [3.796272, -5.749996, 2.612447], [1.613410, -6.015328, 3.849699], [-1.116025, -3.202309, -1.885607], [-1.320770, -2.272963, -0.791088], [-0.336088, -2.342032, 0.268525], [-2.133670, -1.178106, -0.877455], [-1.881341, -0.124772, -0.177505], [-2.882978, 0.762376, 0.225771], [-4.132769, 0.292997, 0.649508], [-5.143639, 1.136328, 1.080425], [-4.910124, 2.503606, 1.123443], [-3.657761, 2.983175, 0.772834], [-2.621485, 2.143493, 0.342177], [-1.336069, 2.674413, 0.187521], [-1.104332, 3.759306, -0.455911], [-0.108963, 4.608498, -0.048875], [0.525605, 4.366234, 1.238107], [0.688817, 5.389084, -0.980834], [-1.790652, 4.203615, -1.596754], [-2.526001, 3.230844, -2.375830], [-2.379858, 5.529919, -1.582560], [-3.184605, -1.360665, -1.797567], [-3.793414, -0.217921, -2.442988], [-4.082178, -2.484037, -1.600899], [-1.473440, -4.205882, -1.625838], [-0.047755, -3.263674, -2.108361], [-1.638172, -2.860253, -2.775760], [-0.204051, -3.382798, 0.575221], [-0.677812, -1.768436, 1.118489], [0.632221, -1.949227, -0.054591], [-4.293789, -0.779079, 0.655580], [-6.090597, 0.724574, 1.408208], [-5.674560, 3.187017, 1.473384], [-3.435520, 4.040498, 0.875657], [-0.210935, 3.958377, 1.927437], [0.897183, 5.317196, 1.628080], [1.358721, 3.661784, 1.149492], [0.325785, 5.249534, -1.994730], [1.734620, 5.073774, -0.936967], [0.642247, 6.454839, -0.731779], [-1.974752, 2.292132, -2.376736], [-2.603140, 3.594117, -3.404558], [-3.535412, 3.041110, -1.995194], [-1.807662, 6.185383, -0.930206], [-3.418100, 5.501312, -1.226866], [-2.377051, 5.954093, -2.590626], [-3.040479, 0.547752, -2.604534], [-4.617753, 0.220423, -1.871921], [-4.176851, -0.536613, -3.417013], [-3.584156, -3.264162, -1.027696], [-4.387446, -2.902071, -2.565277], [-4.989937, -2.181159, -1.062474], [6.125381, 3.266999, 1.748042], [5.205594, 3.084814, 0.270813], [5.834741, 3.388689, -0.939144], [5.160653, 3.288607, -2.123395], [5.987837, 3.695941, -3.617601], [3.812302, 2.863227, -2.150604], [3.029856, 2.764021, -3.325740], [1.735954, 2.342151, -3.242639], [1.211008, 1.998482, -1.981820], [1.898514, 2.089172, -0.873120], [3.182451, 2.528014, -0.924784], [3.870292, 2.649240, 0.368081], [3.252891, 2.403198, 1.440322], [6.865593, 3.717198, -0.932053], [3.473842, 3.021162, -4.278802], [1.120009, 2.250594, -4.130689], [0.195927, 1.622991, -1.885130], [3.189186, 3.991918, 3.738101], [3.333708, 2.887082, 4.683296], [2.024062, 2.120041, 4.828368], [1.905874, 1.131309, 5.494791], [0.996904, 2.670418, 4.151338], [3.858562, 4.723972, 3.930506], [1.386750, 3.484366, 3.752661], [3.420271, 3.615120, 2.810571], [3.581114, 3.248734, 5.681746], [4.100980, 2.169303, 4.386634], [4.108324, -3.730941, -4.539265], [3.094660, -3.247195, -3.606893], [2.325997, -2.145914, -3.840770], [1.859355, -1.128452, -2.612809], [1.972995, -1.917578, -5.140627], [1.632522, -2.978906, -6.082977], [4.869472, -4.256766, -3.968445], [4.583036, -2.903751, -5.071162], [3.700966, -4.426914, -5.269780], [3.335480, -3.307242, -2.630443], [1.422767, -1.077573, -5.210135], [2.447812, -3.203467, -6.770971], [0.774876, -2.658274, -6.670631], [1.357787, -3.891558, -5.553400]],
  "forces_ev_per_a": [[0.358, 1.247, -1.167], [0.107, -0.023, -0.037], [-0.010, -0.010, 0.060], [-0.035, -0.047, -0.042], [-0.030, 0.087, -0.064], [-0.038, -0.014, -0.040], [-0.046, -0.010, -0.071], [-0.001, 0.032, -0.005], [0.209, -0.264, 0.226], [-0.036, -0.143, 0.061], [-0.104, -0.087, 0.193], [-0.209, -1.095, 0.311], [-0.145, 0.058, 0.119], [0.035, 0.036, -0.001], [-0.033, 0.077, -0.033], [-0.031, 0.002, 0.013], [-0.082, 0.065, 0.010], [0.001, 0.073, 0.114], [-0.044, 0.006, 0.032], [-0.034, 0.021, 0.007], [0.009, 0.024, -0.015], [0.010, -0.024, -0.029], [-0.013, -0.077, 0.042], [0.024, 0.011, 0.015], [0.000, 0.007, 0.008], [-0.012, 0.008, -0.002], [0.011, 0.014, -0.005], [0.014, 0.027, 0.051], [0.063, 0.035, -0.049], [0.071, -0.002, -0.045], [-0.118, -0.096, -0.141], [0.196, 0.122, -0.025], [-0.101, -0.172, 0.001], [0.029, -0.004, -0.059], [0.037, 0.031, 0.002], [0.035, -0.028, -0.015], [0.046, -0.019, -0.019], [-0.022, 0.215, -0.048], [0.027, -0.391, 0.146], [-0.052, 0.324, -0.039], [0.092, -0.143, -0.030], [-0.042, 0.030, -0.067], [-0.081, -0.071, 0.074], [-0.159, -0.068, 0.151], [0.084, 0.084, -0.021], [0.072, -0.029, -0.066], [-0.135, 0.124, 0.246], [0.055, -0.107, -0.030], [0.081, 0.016, -0.076], [0.006, 0.020, 0.008], [-0.026, 0.007, -0.003], [0.002, 0.000, 0.005], [-0.018, -0.003, 0.004], [-0.005, 0.015, -0.023], [0.030, -0.003, -0.013], [-0.014, -0.004, -0.003], [0.016, 0.005, -0.012], [0.010, -0.012, -0.012], [-0.007, -0.008, 0.011], [-0.012, 0.011, 0.004], [0.021, -0.005, -0.012], [-0.010, -0.002, 0.015], [0.002, -0.026, -0.027], [0.018, -0.053, -0.009], [0.020, -0.014, 0.005], [0.000, 0.013, 0.012], [0.019, -0.004, -0.001], [-0.022, -0.001, 0.019], [-0.032, -0.013, -0.008], [-0.015, -0.012, 0.006], [0.008, 0.001, -0.001], [-0.001, 0.004, 0.014], [-0.020, 0.005, 0.034], [0.010, -0.002, -0.008], [-0.032, 0.032, -0.008], [0.007, -0.007, -0.007], [-0.009, 0.024, 0.011], [-0.024, -0.006, -0.015], [-0.006, -0.015, -0.050], [-0.026, 0.011, 0.027], [0.051, 0.002, -0.015], [-0.033, -0.009, 0.044], [-0.114, -0.022, 0.026], [0.045, 0.013, 0.011], [-0.020, 0.024, -0.057], [0.006, 0.047, 0.060], [0.091, 0.061, 0.025], [-0.023, -0.047, -0.072], [-0.270, -0.005, -0.152], [0.169, -0.094, 0.254], [0.000, -0.006, 0.016], [0.000, 0.005, 0.010], [0.015, -0.001, 0.056], [0.012, -0.004, 0.012], [0.085, -0.082, -0.010], [-0.035, 0.096, -0.070], [0.082, 0.196, 0.157], [-0.047, -0.046, -0.140], [0.166, 0.071, 0.179], [-0.047, 0.052, 0.111], [0.019, 0.061, -0.035], [-0.134, 0.002, -0.042], [0.031, 0.029, 0.015], [-0.006, -0.082, 0.030], [-0.057, 0.063, 0.059], [0.018, 0.006, -0.062], [0.065, 0.005, 0.016], [0.019, -0.084, -0.134], [-0.051, -0.063, 0.050], [0.041, 0.058, 0.069], [0.012, 0.008, 0.012], [-0.009, 0.012, 0.000], [-0.031, -0.044, -0.019], [-0.001, -0.039, 0.015], [-0.019, 0.009, -0.024], [0.034, 0.005, -0.008], [-0.011, 0.006, -0.006], [0.003, -0.012, 0.017]],
  "charge": -1,
  "orbital_gap_ev": 6.22
}